[1]
ORCA calculation (ωB97M-V with the def2-TZVPD basis set) on a structure of composition C43H61CsN10O2 at a distorted geometry.

The spin multiplicity is 1. For the relative energy (zero: lowest compared OMol25 entry of this formula, charge and spin), the calculation gives 5.7 kcal per mole. The value obtained for the total energy is -2393.4384 a.u. Its charge is -2. The HOMO-LUMO gap is 5.1 eV. Its lowest unoccupied orbital energy is 4.0 eV.

```
117
Properties=species:S:1:pos:R:3:lowdin_charge:R:1
Cs -0.0841 1.0621 -0.2929 1.142
C -6.0286 1.1137 0.9872 -0.096
C -5.9623 0.2673 -0.2849 -0.211
C -4.6192 0.3390 -0.9444 -0.145
C -4.2379 1.1207 -1.9917 -0.143
C -5.0852 2.0438 -2.8104 -0.210
C -5.5320 1.4164 -4.1309 -0.104
C -2.8131 0.8505 -2.2071 -0.294
N -2.3835 -0.0468 -1.3117 -0.041
C -3.4210 -0.3818 -0.5174 -0.270
C -3.3350 -1.2941 0.5325 0.042
C -2.2124 -2.0214 0.9645 -0.258
C -2.2685 -3.1342 1.9066 -0.151
C -3.4712 -3.5762 2.6808 -0.213
C -3.7411 -2.6840 3.8931 -0.097
C -1.0085 -3.6608 1.9415 -0.163
C -0.2136 -2.8595 1.0185 -0.297
C 1.1236 -3.1320 0.6833 0.029
C 1.9045 -2.5307 -0.2958 -0.254
N 1.5301 -1.4813 -1.0598 0.080
C 2.4994 -1.2822 -1.9635 -0.261
C 2.4515 -0.3506 -3.0126 0.034
C 1.3558 0.4160 -3.4236 -0.281
N 0.1175 0.3002 -2.9140 -0.048
C -0.6605 1.2291 -3.5021 -0.314
C -2.0024 1.4629 -3.1876 0.018
C 0.1233 1.9887 -4.4833 -0.141
C 1.3802 1.4780 -4.4397 -0.141
C 2.5731 1.8884 -5.2460 -0.207
C 2.7974 0.9841 -6.4581 -0.104
C -0.3644 3.1715 -5.2617 -0.210
C -0.3100 4.4545 -4.4317 -0.088
C 3.6051 -2.2209 -1.7462 -0.147
C 3.2311 -3.0032 -0.6994 -0.146
C 3.9669 -4.1673 -0.1124 -0.210
C 3.4960 -5.5054 -0.6853 -0.100
C 4.8808 -2.2657 -2.5282 -0.214
C 5.8778 -1.1972 -2.0774 -0.101
N -0.9579 -1.8677 0.4964 0.090
C -0.5387 -4.8703 2.6916 -0.214
C -0.5526 -6.1324 1.8278 -0.099
H -7.0056 1.0378 1.4727 0.059
H -5.2647 0.7954 1.6973 0.065
H -5.8368 2.1632 0.7586 0.073
H -6.1983 -0.7734 -0.0392 0.101
H -6.7392 0.5956 -0.9835 0.096
H -5.9658 2.3503 -2.2359 0.097
H -4.5290 2.9634 -3.0173 0.104
H -6.1415 0.5288 -3.9504 0.069
H -6.1172 2.1205 -4.7298 0.059
H -4.6683 1.1017 -4.7180 0.068
H -4.2666 -1.5149 1.0482 0.091
H -4.3517 -3.5755 2.0308 0.101
H -3.3428 -4.6128 3.0104 0.096
H -3.8799 -1.6477 3.5817 0.066
H -4.6358 -3.0027 4.4356 0.060
H -2.8963 -2.6995 4.5836 0.068
H 1.5844 -3.9611 1.2134 0.093
H 3.3538 -0.2167 -3.6034 0.087
H -2.4857 2.2377 -3.7775 0.091
H 2.4597 2.9250 -5.5787 0.099
H 3.4643 1.8737 -4.6119 0.104
H 1.9402 1.0241 -7.1328 0.069
H 3.6905 1.2768 -7.0181 0.059
H 2.9147 -0.0547 -6.1458 0.067
H 0.2338 3.2918 -6.1717 0.096
H -1.3916 2.9962 -5.5980 0.099
H 0.7141 4.6781 -4.1295 0.076
H -0.7017 5.3095 -4.9903 0.060
H -0.8856 4.3471 -3.5116 0.076
H 5.0413 -4.0514 -0.2895 0.097
H 3.8424 -4.1743 0.9746 0.103
H 3.6510 -5.5342 -1.7655 0.070
H 4.0295 -6.3485 -0.2366 0.059
H 2.4279 -5.6408 -0.5099 0.060
H 5.3408 -3.2554 -2.4357 0.095
H 4.6653 -2.1337 -3.5930 0.101
H 6.1473 -1.3441 -1.0299 0.071
H 6.7930 -1.2190 -2.6759 0.059
H 5.4372 -0.2030 -2.1581 0.069
H 0.4739 -4.7043 3.0728 0.102
H -1.1680 -5.0249 3.5743 0.097
H 0.0710 -5.9959 0.9435 0.061
H -0.1863 -7.0039 2.3779 0.060
H -1.5648 -6.3452 1.4788 0.070
C 3.3401 3.8805 4.1622 -0.078
N 3.0584 2.6179 4.8252 -0.174
C 4.2483 2.0863 5.4685 -0.089
C 2.2757 1.7158 4.0917 -0.430
N 1.8042 1.8758 2.9213 0.164
N 2.0042 0.5606 4.8232 0.108
C 1.2030 -0.5242 4.4421 -0.554
N 1.1513 -0.7837 3.1164 0.184
N 0.6895 -1.1972 5.4147 0.074
H 3.7669 4.5660 4.8959 0.080
H 2.4481 4.3175 3.7210 0.061
H 4.0571 3.7545 3.3393 0.099
H 4.5700 2.7849 6.2429 0.077
H 5.0703 1.9668 4.7476 0.089
H 4.0606 1.1191 5.9259 0.072
H 2.0562 2.7553 2.4600 0.029
H 1.9657 0.6686 5.8247 0.121
H 1.3093 0.0278 2.5273 0.039
H 0.4672 -1.4523 2.7934 0.075
H 0.1591 -1.9805 5.0416 0.013
N -1.3445 2.3991 2.4901 -0.025
C -1.6872 3.8098 2.3323 -0.304
C -0.4522 4.6951 2.3708 -0.134
C 0.5464 4.4713 1.1916 -0.747
O 0.0470 4.3851 0.0586 -0.093
O 1.7626 4.4327 1.5113 -0.105
H -2.0346 1.8698 3.0029 0.057
H -0.4353 2.2637 2.9184 0.020
H -2.3840 4.1492 3.1158 0.093
H -2.1822 3.9510 1.3661 0.099
H 0.0658 4.5713 3.3276 0.092
H -0.7707 5.7416 2.3090 0.104
```

---

[2]
ORCA calculation (ωB97M-V with the def2-TZVPD basis set) on a structure of composition C43H63AlClI2N7O2 at a distorted geometry.

The spin multiplicity is 1. The value obtained for the total energy is -3507.7724 a.u. Its charge is +2. The HOMO-LUMO gap is 6.0 eV. Its lowest unoccupied orbital energy is -6.2 eV.

```
119
Properties=species:S:1:pos:R:3:lowdin_charge:R:1
Al 0.6296 1.4440 -0.1630 0.231
C 4.6287 -1.0705 -1.5728 -0.046
C 3.3996 -0.2209 -1.9032 -0.395
C 2.6943 -0.8194 -3.0980 -0.055
C 3.7736 1.2627 -2.0193 -0.135
C 4.5427 1.7260 -3.0783 -0.030
C 5.0764 2.9904 -3.1225 -0.063
C 4.8878 3.8257 -2.0753 -0.024
C 4.0492 3.4998 -0.9944 -0.104
C 3.7548 4.6406 -0.0088 -0.341
C 2.2824 5.0739 -0.1081 -0.036
C 4.2500 4.3460 1.4157 -0.038
C 3.4497 2.2186 -1.0581 -0.163
N 2.4839 1.9002 -0.0680 0.057
C 2.8712 1.5843 1.1513 -0.019
C 1.9140 1.1326 2.0352 -0.281
C 1.9931 0.8699 3.4141 0.024
C 0.7026 0.6197 3.8880 0.033
C -0.1695 0.7733 2.7396 -0.152
N 0.5946 1.0667 1.6365 0.093
C -1.6790 0.6793 2.6875 -0.495
C -2.1501 -0.4482 3.6348 -0.013
C -2.3297 2.0622 3.1208 0.001
C -2.0871 0.3273 1.2674 -0.042
H 4.2610 -2.1086 -1.4087 0.094
H 5.1754 -0.7258 -0.7150 0.074
H 5.3704 -1.0579 -2.4323 0.113
H 2.7998 -0.3697 -1.0088 0.085
H 3.3076 -0.8880 -3.9848 0.086
H 1.8061 -0.2108 -3.3518 0.066
H 2.2862 -1.8396 -2.8284 0.101
H 4.6697 1.0812 -3.9597 0.132
H 5.7255 3.2954 -3.9720 0.137
H 5.3209 4.8010 -2.0009 0.117
H 4.2825 5.4634 -0.3923 0.107
H 1.6373 4.2777 0.2562 0.042
H 1.9922 5.0747 -1.1870 0.092
H 2.1308 5.9385 0.5139 0.095
H 3.5361 3.6041 1.8948 0.069
H 4.2606 5.1878 2.1442 0.100
H 5.2382 3.8423 1.3806 0.100
H 3.9097 1.7047 1.3164 0.146
H 2.9115 0.7873 3.9993 0.133
H 0.4655 0.3889 4.9610 0.140
H -1.8820 -0.1258 4.5936 0.064
H -1.7252 -1.4420 3.3773 0.077
H -3.2279 -0.5554 3.5021 0.096
H -2.3781 2.2297 4.2243 0.106
H -3.3649 2.1912 2.7304 0.103
H -1.7342 2.8549 2.7323 0.044
H -1.6018 -0.6456 1.0120 0.093
H -1.8588 1.1155 0.5649 0.055
H -3.1114 0.1864 1.2466 0.071
I -3.3297 2.0452 -5.3764 0.081
I -3.8142 1.3974 -2.8054 0.078
C -1.3524 4.6089 0.3702 0.004
N -0.9869 4.7009 -1.0297 -0.048
C -0.9436 6.0996 -1.5466 -0.115
C -0.9773 5.9782 -3.0414 -0.140
C 0.0767 5.0502 -3.5749 -0.123
N 0.1444 3.8215 -2.8062 -0.034
C 0.8320 2.7104 -3.4418 0.027
C -0.4230 3.7140 -1.6558 -0.400
O -0.3741 2.5490 -0.9963 0.019
H -0.4418 4.4349 0.9829 0.097
H -2.0362 3.7299 0.5428 0.108
H -1.8005 5.5780 0.6204 0.106
H -0.0333 6.6364 -1.1737 0.142
H -1.8335 6.6527 -1.1212 0.151
H -0.7189 6.9943 -3.4653 0.153
H -2.0307 5.6903 -3.3394 0.152
H 1.0687 5.4916 -3.7429 0.148
H -0.2535 4.6944 -4.5342 0.126
H 1.1652 1.9476 -2.7847 0.044
H 1.7685 3.0942 -3.8655 0.119
H 0.1877 2.3114 -4.2258 0.102
C -1.5585 -6.1907 2.0152 -0.003
C -0.6331 -5.0208 1.5147 -0.500
C 0.8229 -5.2630 1.9253 -0.046
C -1.0506 -3.6928 2.1805 -0.046
C -0.7843 -4.9838 -0.0336 -0.365
O -0.0869 -6.2109 -0.4810 -0.027
C -2.2097 -5.0423 -0.6894 -0.090
C -3.2991 -4.0231 -0.4220 -0.152
C -4.2475 -4.3975 0.6685 -0.249
C -4.9668 -5.5927 0.6800 -0.043
C -5.8007 -5.9698 1.7081 -0.077
C -6.0132 -5.0079 2.7081 -0.686
Cl -7.1749 -5.4393 3.8987 0.713
C -5.3402 -3.8371 2.7245 -0.112
C -4.4719 -3.4851 1.7083 -0.045
C 0.1978 -3.9669 -0.7587 0.002
N -0.0885 -2.4987 -0.9083 -0.037
C 0.5205 -1.4840 -0.2781 -0.082
N 0.2422 -0.3352 -0.9017 0.059
C -0.5280 -0.6742 -1.9034 -0.192
N -0.7544 -1.9719 -1.9515 0.169
H -1.2564 -6.3671 3.0613 0.095
H -1.4702 -7.1016 1.3525 0.112
H -2.5852 -5.8119 2.0337 0.067
H 0.9180 -5.4570 3.0116 0.099
H 1.4252 -4.3077 1.7123 0.093
H 1.2286 -6.1479 1.4102 0.096
H -1.1774 -3.7278 3.2844 0.113
H -1.9496 -3.2391 1.7486 0.049
H -0.2609 -2.9784 2.0509 0.043
H -0.6379 -6.6529 -1.0912 0.075
H -2.6162 -6.0739 -0.3571 0.140
H -1.9989 -4.9620 -1.7501 0.118
H -3.9112 -3.9404 -1.3110 0.127
H -2.9245 -3.0187 -0.3097 0.091
H -4.7095 -6.2848 -0.1080 0.118
H -6.3499 -6.9138 1.7849 0.117
H -5.6286 -3.1805 3.5366 0.110
H -4.0187 -2.5030 1.7996 0.094
H 0.1938 -4.2327 -1.8478 0.148
H 1.2395 -4.0215 -0.4410 0.128
H 1.0329 -1.5221 0.6696 0.154
H -0.9769 0.0617 -2.5625 0.083
```